The following is a DFT calculation (ωB97M-V/def2-TZVPD) of C51H44BF2N4O2PtS4 as an isolated structure.

Positions of all 109 atoms, in Å:
Pt  -0.75140  2.06420  1.15939
C  -8.26809  -3.67501  -1.82867
C  -6.93353  -2.98473  -1.88081
C  -5.97911  -3.33859  -2.83210
C  -4.75397  -2.69405  -2.89173
C  -4.48210  -1.68699  -1.98133
C  -5.42107  -1.29699  -1.03835
C  -6.63883  -1.95594  -0.98777
S  -2.92387  -0.82139  -2.08715
O  -2.50448  -0.84828  -3.51029
C  -1.90501  -2.03807  -1.20117
C  -2.45230  -2.70024  -0.07461
C  -1.72366  -3.63111  0.59366
C  -0.40594  -3.95476  0.18113
C  0.34816  -4.94794  0.84890
C  1.61801  -5.24701  0.44667
C  2.19090  -4.55567  -0.64008
C  1.48476  -3.59089  -1.30180
C  0.16010  -3.26698  -0.91566
C  -0.61666  -2.27385  -1.60487
C  0.01330  -1.56275  -2.75749
C  0.11663  -2.22834  -4.01523
C  -0.41867  -3.52627  -4.21589
C  -0.31454  -4.14114  -5.42909
C  0.32416  -3.49242  -6.50869
C  0.83973  -2.24089  -6.34720
C  0.74809  -1.57721  -5.09896
C  1.25749  -0.26870  -4.92294
C  1.14871  0.36511  -3.72328
C  0.53881  -0.30290  -2.64069
S  0.45935  0.65077  -1.11101
O  1.16941  1.93619  -1.40393
C  1.50773  -0.33034  -0.06022
C  2.82897  -0.57872  -0.40048
C  3.63200  -1.27381  0.48512
C  3.12528  -1.74475  1.69702
C  3.99434  -2.51796  2.64815
C  1.78887  -1.50263  2.00546
C  0.97570  -0.79510  1.13360
H  -8.30191  -4.52334  -2.51002
H  -9.06860  -2.98757  -2.10701
H  -8.48322  -4.03621  -0.82250
H  -6.20243  -4.12716  -3.54038
H  -4.01648  -2.94647  -3.64400
H  -5.20415  -0.48556  -0.35235
H  -7.37774  -1.65904  -0.25305
H  -3.46258  -2.47800  0.23882
H  -2.15118  -4.15256  1.44166
H  -0.10633  -5.47282  1.68068
H  2.18496  -6.01641  0.95453
H  3.19809  -4.79568  -0.95600
H  1.93629  -3.07309  -2.13748
H  -0.91885  -4.02498  -3.39654
H  -0.72909  -5.13059  -5.57053
H  0.39599  -3.99097  -7.46627
H  1.32228  -1.73202  -7.17258
H  1.72516  0.22931  -5.76336
H  1.50751  1.37394  -3.57900
H  3.22063  -0.22969  -1.34798
H  4.66640  -1.47033  0.22856
H  4.96376  -2.74411  2.20697
H  3.51805  -3.45848  2.92664
H  4.16383  -1.95376  3.56736
H  1.37603  -1.88591  2.93112
H  -0.07540  -0.63680  1.36124
C  -2.22746  1.37865  4.21748
N  -1.49127  2.55472  4.65493
C  -1.00753  2.77814  5.92087
C  -0.41910  3.99672  5.90198
N  -0.53604  4.51393  4.63208
B  -0.00111  5.96301  4.32191
N  0.43841  6.07521  2.81336
C  0.00104  7.04970  1.95897
C  0.54742  6.81946  0.73875
N  1.33657  5.70250  0.85713
C  2.08351  5.08365  -0.23417
C  1.24107  5.27343  2.12314
S  1.93024  3.83021  2.85886
C  -1.20472  3.62379  3.88786
S  -1.73150  3.81618  2.24302
H  -2.36894  0.72982  5.07710
H  -1.67118  0.85257  3.44128
H  -3.19049  1.67676  3.80745
H  -1.12439  2.05816  6.71058
H  0.07869  4.54337  6.68213
H  0.95702  6.13413  5.02902
H  -0.86978  6.77427  4.48518
H  -0.67633  7.81504  2.29077
H  0.44554  7.34135  -0.19564
H  2.19617  5.82316  -1.02198
H  1.55319  4.20921  -0.61378
H  3.07066  4.79682  0.12067
F  -3.70190  1.93255  1.12328
C  -2.57108  1.42467  0.54522
F  -2.60597  0.05818  0.84030
H  -2.70841  1.50327  -0.53646
C  1.22557  2.54546  1.70152
C  2.47859  2.49055  1.45600
C  3.83095  2.19140  1.08852
C  4.25850  2.38658  -0.22714
C  5.55485  2.04508  -0.57386
C  6.41863  1.52649  0.38144
C  5.99506  1.34099  1.69316
C  4.70127  1.66874  2.04957
H  3.55529  2.75002  -0.96364
H  5.89176  2.18096  -1.59287
H  7.43196  1.26668  0.10434
H  6.67455  0.93899  2.43212
H  4.35239  1.51984  3.06341

Forces on atoms 1 to 3 (eV/Å):
-0.1 0.0 -0.1
0.0 0.0 0.0
0.0 0.0 0.0

Computed properties:
* largest force on an atom: 0.013 hartree/bohr
* 2S+1: 1
* relative energy (zero: lowest compared OMol25 entry of this formula, charge and spin): 165.83 kJ/mol
* orbital gap: 7.02 eV
* E_LUMO: -3.049 eV
* charge: +1

The following is a DFT calculation (ωB97M-V/def2-TZVPD) of C19H18BF4N2O4Pt as an isolated structure.

Positions of all 49 atoms, in Å:
Pt  -1.64168  -1.30944  -1.72782
N  -2.10834  0.83904  -0.85692
C  -3.53243  1.08613  -1.01686
C  -4.08741  0.37092  -2.23041
O  -5.14009  0.71580  -2.71411
O  -3.38926  -0.64026  -2.67758
H  -1.82629  0.68006  0.10216
H  -1.50656  1.52020  -1.30092
H  -3.79915  2.13998  -1.11160
H  -4.05394  0.67600  -0.14898
N  -3.05730  -2.68349  -0.78848
C  -2.62782  -4.05828  -1.04921
C  -1.94892  -4.16770  -2.41620
O  -1.78348  -5.26686  -2.89753
O  -1.56764  -3.04904  -2.95642
H  -3.15422  -2.45270  0.20238
H  -3.92061  -2.45485  -1.27270
H  -3.46230  -4.75920  -1.02823
H  -1.90481  -4.35542  -0.28917
C  0.19097  -0.67009  -1.24695
C  1.04357  -0.01380  -0.66262
C  2.03429  0.72299  0.00658
C  2.28866  0.39410  1.40308
C  3.50112  0.70613  2.03557
C  3.70288  0.39117  3.36811
C  2.70592  -0.24463  4.09947
C  1.50663  -0.57819  3.48116
C  1.30258  -0.27091  2.14860
C  2.65810  1.83469  -0.69931
C  3.13677  2.96855  -0.02682
C  3.68278  4.03145  -0.72570
C  3.76548  3.99584  -2.11151
C  3.27852  2.88685  -2.79319
C  2.72737  1.82542  -2.09985
H  4.29907  1.16693  1.46831
H  4.64532  0.64248  3.83910
H  2.86462  -0.48163  5.14354
H  0.71106  -1.06313  4.03152
H  0.35628  -0.51489  1.68479
H  3.03924  3.02974  1.04823
H  4.03327  4.90127  -0.18480
H  4.19427  4.82721  -2.65506
H  3.32924  2.84960  -3.87339
H  2.34479  0.96465  -2.63290
F  -1.90424  -1.04112  1.25808
B  -2.56702  -1.42307  2.46623
F  -1.69475  -2.15629  3.25233
F  -3.65266  -2.22726  2.04675
F  -3.01194  -0.28497  3.10920

Forces on atoms 1 to 3 (eV/Å):
0.1 -0.5 -0.8
-0.2 0.2 0.3
0.1 0.1 0.2

Computed properties:
* largest force on an atom: 0.019 hartree/bohr
* 2S+1: 5
* ⟨S²⟩: 6.041
* relative energy (zero: lowest compared OMol25 entry of this formula, charge and spin): 0.00 kJ/mol
* orbital gap (spin up / spin down): 7.11 / 6.64 eV
* E_LUMO (spin up / spin down): 2.438 / -0.331 eV
* charge: -1

The following is a DFT calculation (ωB97M-V/def2-TZVPD) of a 2-piece molecular cluster, H4O2 overall at a distorted geometry.

Positions of all 6 atoms, in Å:
O  1.38396  -0.00672  -0.11476
H  1.45533  0.84473  0.45741
H  1.83381  -0.61204  0.43759
O  -1.53358  -0.09699  0.04316
H  -1.60307  0.83531  -0.15653
H  -0.48912  -0.23835  -0.16572

Forces on atoms 1 to 3 (eV/Å):
-0.4 3.4 0.8
-0.3 -2.0 -1.7
0.8 -1.4 0.8

Computed properties:
* largest force on an atom: 0.075 hartree/bohr
* 2S+1: 1
* relative energy (zero: lowest compared OMol25 entry of this formula, charge and spin): 37.80 kJ/mol
* orbital gap: 11.32 eV
* E_LUMO: 0.540 eV
* SMILES: O.O